Here is a cluster of 2 separate species, C5H13N3 in total from the Open Molecules 2025 dataset. Energies are from wB97M-V/def2-TZVPD.

```
21
Properties=species:S:1:pos:R:3:forces:R:3
C -1.17971 -2.36532 -0.64146 -0.1 -0.1 -0.2
C -1.06267 -1.90846 0.59622 0.1 0.1 0.0
N 0.11548 -1.99107 1.36195 -0.2 0.2 0.0
C 0.51092 -3.13842 1.69731 0.3 -0.1 -0.1
H -0.34322 -2.80288 -1.16880 0.1 -0.1 0.1
H -2.11404 -2.28700 -1.18059 0.0 0.2 0.0
H -1.85872 -1.34929 1.07112 0.0 0.0 0.0
H 1.43880 -3.22431 2.25663 0.0 -0.1 0.0
H -0.02791 -4.04986 1.42428 0.0 0.0 0.0
N -0.90651 1.56022 0.86798 -0.2 0.1 0.1
C -0.34945 2.18126 -0.32129 0.5 0.1 -0.3
C 0.98669 1.53909 -0.68295 -0.6 -0.2 -0.2
N 1.49049 2.13370 -1.92232 0.3 0.1 0.2
H -1.78132 2.00333 1.12043 0.0 0.0 0.0
H -0.28137 1.65251 1.65988 0.0 0.0 0.0
H -0.19720 3.27215 -0.26539 -0.1 0.0 0.2
H -1.00877 2.01048 -1.16946 -0.2 0.0 0.0
H 1.66946 1.58500 0.17484 0.1 0.1 0.0
H 0.78024 0.48599 -0.88343 0.1 -0.1 0.1
H 1.82199 3.07942 -1.74833 -0.1 -0.1 0.0
H 2.29685 1.61347 -2.24662 0.0 0.0 -0.1
```
Forces are in eV/Å.

Properties
Strongest force on any atom   0.012 Eh/bohr
SMILES   C=CN=C.NCCN
Molar mass   115.2 g mol⁻¹
Relative energy (zero: lowest compared OMol25 entry of this formula, charge and spin)   1.9768 eV
Total charge   0
Highest occupied orbital energy   -9.0 eV
Orbital gap   10.11 eV
Spin multiplicity   1

So, what does the Löwdin scheme give us? The charges, in e, come out as: -0.0064, -0.2774, -0.0206, -0.0548, 0.0535, 0.0466, 0.0932, 0.0650, 0.0795, -0.0073, -0.3133, -0.3070, -0.0179, 0.0639, 0.0659, 0.1033, 0.1067, 0.1055, 0.1008, 0.0621, 0.0588

=====

Here is a structure of composition C5H13N3 from the Open Molecules 2025 dataset. Energies are from wB97M-V/def2-TZVPD.

```
21
Properties=species:S:1:pos:R:3:forces:R:3
C -0.12431 0.57895 -1.41505 0.6 -0.8 -0.2
C -0.48038 -0.09855 1.21561 0.7 -0.1 0.5
C -1.59960 0.62228 -1.62034 -0.2 0.0 0.0
C 1.73254 1.02067 1.31600 0.0 -0.2 0.1
C 0.87670 -0.19536 1.07029 -1.0 0.5 -0.4
N 0.64969 -0.40856 -1.77877 -0.4 0.8 -0.1
N -1.37837 -1.16607 1.02692 -0.1 -0.1 -0.3
N 1.51551 -1.24242 0.46263 0.4 0.1 -1.8
H 0.37532 1.47725 -1.07357 0.0 0.0 0.1
H -0.91826 0.78344 1.66321 0.0 0.1 0.0
H 1.48776 -0.81768 -0.80496 -0.1 -0.4 1.6
H 0.12549 -1.20066 -2.14770 -0.1 0.0 0.1
H -0.94137 -2.07689 1.05985 -0.1 0.0 0.1
H -2.17186 -1.14200 1.64965 0.1 0.0 0.0
H 0.89640 -2.03001 0.26732 0.0 0.0 0.5
H -2.05445 -0.33148 -1.32987 0.1 0.1 -0.1
H -1.83966 0.83310 -2.66723 0.1 -0.1 0.0
H -2.05475 1.41033 -1.01993 0.0 0.0 0.0
H 1.14526 1.87882 1.64508 0.0 -0.1 0.0
H 2.27077 1.30298 0.40692 0.0 0.0 0.0
H 2.48754 0.80187 2.07394 0.0 0.0 0.0
```
Forces are in eV/Å.

Properties
Strongest force on any atom   0.036 Eh/bohr
Molar mass   115.2 g mol⁻¹
Relative energy (zero: lowest compared OMol25 entry of this formula, charge and spin)   2.2176 eV
Total charge   0
Highest occupied orbital energy   -7.1 eV
Orbital gap   8.07 eV
Spin multiplicity   1

So, what does the Löwdin scheme give us? The charges, in e, come out as: -0.2571, -0.2044, -0.0937, -0.0687, -0.4957, 0.0476, 0.0362, 0.0059, 0.1039, 0.1085, 0.1123, 0.0881, 0.0687, 0.0776, 0.0341, 0.0652, 0.0795, 0.0740, 0.0717, 0.0719, 0.0746

=====

Here is a cluster of 2 separate species, C5H13N3 in total from the Open Molecules 2025 dataset. Energies are from wB97M-V/def2-TZVPD.

```
21
Properties=species:S:1:pos:R:3:forces:R:3
H -2.30609 2.39179 0.57600 0.0 0.0 -0.2
N -1.31369 2.42062 0.77968 -0.2 0.0 0.3
C -1.01531 1.43386 1.52684 0.3 -0.2 -0.2
N 0.23234 1.27884 2.05111 -0.2 0.0 -0.1
C 0.67532 0.03991 2.64471 0.2 -0.2 0.2
H -1.67977 0.60292 1.77944 -0.2 0.2 0.2
H 0.92674 1.87233 1.63055 0.1 0.1 0.1
H 1.72928 0.16170 2.88283 0.1 -0.2 0.0
H 0.17422 -0.18493 3.58825 -0.1 0.2 0.0
H 0.53925 -0.83292 2.00002 0.1 0.1 -0.1
C -0.15295 -3.07333 -1.74067 0.1 0.3 0.2
C -0.21031 -1.57422 -1.89620 0.3 0.0 0.0
C 0.83275 -0.77222 -1.66692 -0.5 -0.3 -0.1
N 0.86184 0.59155 -1.93907 0.4 0.2 -0.1
H 0.88538 -3.40587 -1.76614 0.0 -0.1 0.0
H -0.57050 -3.38906 -0.78042 -0.1 -0.1 -0.1
H -0.69848 -3.59210 -2.52667 0.0 0.0 -0.1
H -1.13184 -1.11550 -2.24210 -0.1 -0.1 0.0
H 1.76730 -1.19851 -1.31879 0.1 0.1 0.1
H 1.27105 1.18132 -1.23217 0.0 0.0 0.0
H 0.01017 0.98356 -2.30157 -0.2 0.0 0.1
```
Forces are in eV/Å.

Properties
Strongest force on any atom   0.012 Eh/bohr
SMILES   [H]/N=C/NC.C/C=C/N
Molar mass   115.2 g mol⁻¹
Relative energy (zero: lowest compared OMol25 entry of this formula, charge and spin)   1.1549 eV
Total charge   0
Highest occupied orbital energy   -8.0 eV
Orbital gap   8.89 eV
Spin multiplicity   1

So, what does the Löwdin scheme give us? The charges, in e, come out as: 0.0239, 0.0523, -0.3573, -0.0738, -0.1128, 0.1246, 0.1171, 0.0801, 0.0773, 0.0731, -0.1262, -0.1875, -0.2548, 0.0334, 0.0651, 0.0626, 0.0623, 0.0915, 0.1085, 0.0652, 0.0755

=====

Here is an isolated molecule of C5H13N3 from the Open Molecules 2025 dataset. Energies are from wB97M-V/def2-TZVPD.

```
21
Properties=species:S:1:pos:R:3:forces:R:3
C 2.17334 -0.71390 -1.00944 0.1 -0.1 0.4
C 0.85642 0.02514 -0.78252 0.2 0.2 0.0
C -0.03694 -0.10508 -2.01210 -0.3 0.0 0.2
N 0.17884 -0.52999 0.40146 -1.7 -3.5 -6.0
N 0.50226 -0.14709 1.60246 3.5 3.9 5.2
C -0.82112 0.11727 1.18448 0.2 -1.0 0.5
C -1.24378 1.52146 0.91028 -0.4 0.4 0.2
N -1.76139 -0.76386 1.76294 -1.5 0.3 0.3
H 2.70281 -0.31752 -1.88171 -0.1 0.0 0.1
H 2.00199 -1.78454 -1.16550 -0.1 0.1 0.0
H 2.82755 -0.61044 -0.13732 -0.1 0.0 -0.1
H 1.08399 1.08298 -0.60911 0.1 0.1 0.0
H -0.97405 0.44279 -1.87468 0.1 0.0 0.0
H -0.29579 -1.15272 -2.20026 0.1 0.1 0.1
H 0.45974 0.29275 -2.90288 0.0 0.0 0.2
H 0.70456 -0.82179 2.33583 -0.6 -0.5 -0.4
H -1.70338 1.95423 1.80497 0.0 0.0 -0.1
H -1.98498 1.54581 0.10596 0.0 0.0 0.1
H -0.40668 2.16759 0.63153 -0.1 -0.4 0.1
H -1.55393 -1.75114 1.87779 0.0 0.6 -0.3
H -2.70952 -0.45205 1.95776 0.6 -0.3 -0.3
```
Forces are in eV/Å.

Properties
Strongest force on any atom   0.143 Eh/bohr
SMILES   CC(C)N1N[C@]1(C)N
Molar mass   115.2 g mol⁻¹
Relative energy (zero: lowest compared OMol25 entry of this formula, charge and spin)   2.3869 eV
Total charge   0
Highest occupied orbital energy   -7.8 eV
Orbital gap   8.92 eV
Spin multiplicity   1

So, what does the Löwdin scheme give us? The charges, in e, come out as: -0.0706, -0.4218, -0.0594, -0.0954, 0.0373, -0.5785, -0.0083, 0.1022, 0.0759, 0.0777, 0.0708, 0.1222, 0.0642, 0.0819, 0.0788, 0.1147, 0.0825, 0.0782, 0.0809, 0.0869, 0.0798

=====

Here is an isolated molecule of C5H13N3 from the Open Molecules 2025 dataset. Energies are from wB97M-V/def2-TZVPD.

```
21
Properties=species:S:1:pos:R:3:forces:R:3
C -2.80309 -1.15180 -0.61790 0.0 -0.8 0.6
N -2.14928 -0.09103 -0.57095 2.0 1.2 1.6
C -0.81073 -0.02182 0.42021 -3.8 -0.4 -2.2
C -0.90289 1.30896 1.13734 -0.1 -0.1 0.1
C 0.31824 -0.21959 -0.51724 2.8 -0.4 2.5
N 0.56688 0.84690 -1.41567 -0.5 -0.2 -0.1
C 1.62931 -0.51373 0.61544 -1.4 -0.3 -1.9
N 2.91796 -0.37066 0.01271 0.6 0.0 -0.2
H -2.56545 -2.05920 -0.02772 0.0 0.2 -0.1
H -3.69345 -1.22127 -1.24403 0.1 0.1 -0.1
H -0.90561 -0.87694 1.10386 0.1 0.2 -0.1
H -1.92529 1.46678 1.47741 0.0 0.0 0.0
H -0.24931 1.33502 2.00684 0.1 0.0 0.0
H -0.65936 2.14810 0.48974 0.0 0.0 -0.1
H 0.20783 -1.15432 -1.07446 0.0 0.1 0.1
H 0.67419 1.75195 -0.97807 0.4 -0.2 -0.5
H 1.14124 0.58885 -2.20598 0.1 0.6 0.3
H 1.61343 0.08946 1.52357 -0.4 0.2 -0.2
H 1.48222 -1.55445 0.90558 0.0 -0.1 0.2
H 3.13519 0.59875 -0.18937 -0.1 -0.1 -0.1
H 2.97797 -0.89995 -0.85133 0.1 0.1 0.1
```
Forces are in eV/Å.

Properties
Strongest force on any atom   0.086 Eh/bohr
SMILES   C=N[C@H](C)[C@@H](N)CN
Molar mass   115.2 g mol⁻¹
Relative energy (zero: lowest compared OMol25 entry of this formula, charge and spin)   2.0379 eV
Total charge   0
Highest occupied orbital energy   -8.0 eV
Orbital gap   8.95 eV
Spin multiplicity   1

So, what does the Löwdin scheme give us? The charges, in e, come out as: -0.1204, 0.0201, -0.3321, -0.0666, -0.3618, 0.0518, -0.2177, -0.0326, 0.0704, 0.0587, 0.1256, 0.0776, 0.0708, 0.0687, 0.1314, 0.0705, 0.0773, 0.0915, 0.0920, 0.0606, 0.0645

=====

Here is a structure of composition C5H13N3 from the Open Molecules 2025 dataset. Energies are from wB97M-V/def2-TZVPD.

```
21
Properties=species:S:1:pos:R:3:forces:R:3
C -0.61167 -0.40033 -0.24348 -2.1 3.7 3.1
C 1.47651 0.93320 -0.02487 -0.2 -0.3 -0.2
C 1.51838 -1.70342 -0.59825 -0.7 2.4 1.6
N 0.68425 -0.27826 0.19870 4.0 -4.7 -2.0
N -1.26529 -1.58003 0.08018 -0.3 -0.5 0.3
N -0.96544 0.05539 -1.50670 0.0 -0.3 -1.5
C -1.26206 0.84590 1.07925 -0.9 -1.0 -1.4
C -0.94819 2.01614 1.62571 0.4 0.1 0.0
H -1.66440 -2.15873 -0.64376 0.3 0.2 0.1
H -1.04840 -1.99173 0.97713 -0.1 0.1 -0.3
H -1.93501 0.28507 -1.68006 0.3 0.0 0.2
H -0.29178 0.60730 -2.01700 -0.2 0.1 0.3
H -2.24333 0.45098 1.35221 0.0 -0.1 0.0
H 0.90915 1.76494 -0.45291 -0.1 -0.1 0.2
H 1.89578 1.23037 0.93716 0.1 0.2 -0.1
H 2.29314 0.73116 -0.72142 0.0 0.0 0.1
H 2.57667 -1.51300 -0.43118 -0.1 0.2 -0.1
H 1.25208 -2.61084 -0.05964 -0.3 0.3 0.0
H 1.27158 -1.76579 -1.65730 -0.1 0.2 0.1
H -0.01283 2.55140 1.47668 -0.1 -0.1 -0.2
H -1.62913 2.53028 2.30955 0.1 -0.3 -0.1
```
Forces are in eV/Å.

Properties
Strongest force on any atom   0.126 Eh/bohr
Molar mass   115.2 g mol⁻¹
Relative energy (zero: lowest compared OMol25 entry of this formula, charge and spin)   4.2273 eV
Total charge   0
Highest occupied orbital energy   -7.5 eV
Orbital gap   8.47 eV
Spin multiplicity   1

So, what does the Löwdin scheme give us? The charges, in e, come out as: -0.6889, -0.1236, 0.0273, -0.1071, 0.0945, 0.1121, -0.0628, -0.0847, 0.0939, 0.1006, 0.0960, 0.0856, 0.0473, 0.0756, 0.0802, 0.0703, 0.0399, 0.0363, 0.0466, 0.0220, 0.0390